No. 1
{
  "formula": "CH8Si2",
  "method": "ωB97M-V/def2-TZVPD",
  "species": ["C", "Si", "Si", "H", "H", "H", "H", "H", "H", "H", "H"],
  "positions_angstrom": [[-0.40942, -1.00652, -0.06218], [-1.70207, 0.24926, 0.12571], [1.96816, 0.18443, 0.07089], [-0.08181, -1.66423, 0.75082], [-0.37916, -1.35316, -1.09586], [-3.06939, -0.09656, 0.35962], [-1.28132, 1.18564, 1.09262], [-1.56855, 0.84208, -1.32753], [2.67743, 0.27125, 1.32675], [2.58720, -0.19913, -1.08607], [1.25893, 1.58694, -0.15477]],
  "gap_ev": 8.58,
  "lumo_ev": -0.15,
  "fmax_ev_per_a": 6.0,
  "homo_energy_ev": -8.7356,
  "e_above_lowest_kj_mol": 273.56
}


No. 2
{
  "formula": "CH9N2",
  "method": "ωB97M-V/def2-TZVPD",
  "species": ["N", "H", "H", "H", "H", "C", "N", "H", "H", "H", "H", "H"],
  "positions_angstrom": [[-0.32806, -0.32840, -1.89153], [-0.89094, -1.16997, -1.91664], [0.54512, -0.55470, -2.36137], [0.16488, 0.68847, -0.31449], [-0.78830, 0.35299, -2.48635], [-0.22058, -0.21897, 1.53725], [0.56303, 0.65747, 0.64697], [-0.24837, -1.22221, 1.11731], [0.25697, -0.25750, 2.51441], [-1.23436, 0.16910, 1.63116], [1.50662, 0.28650, 0.50039], [0.67400, 1.59721, 1.02289]],
  "gap_ev": 12.00,
  "lumo_ev": -3.51,
  "fmax_ev_per_a": 0.9,
  "charge": 1,
  "homo_energy_ev": -15.5046,
  "e_above_lowest_kj_mol": 13.84
}


No. 3
{
  "formula": "CH9N2",
  "method": "ωB97M-V/def2-TZVPD",
  "species": ["N", "H", "H", "H", "H", "C", "N", "H", "H", "H", "H", "H"],
  "positions_angstrom": [[1.26565, -0.36452, 1.93380], [1.05310, 0.39330, 2.66608], [1.25931, -1.20417, 2.53325], [0.09285, 0.03309, 0.14924], [2.33773, -0.27120, 1.83017], [-1.27353, -0.18704, -1.47948], [-0.16884, 0.48651, -0.68221], [-2.30772, 0.01947, -1.01621], [-1.00973, -1.14474, -1.91052], [-1.62364, 0.49191, -2.26148], [0.67219, 0.30080, -1.26882], [-0.29739, 1.44660, -0.49382]],
  "gap_ev": 11.81,
  "lumo_ev": -3.58,
  "fmax_ev_per_a": 4.1,
  "charge": 1,
  "homo_energy_ev": -15.3900,
  "e_above_lowest_kj_mol": 114.05
}


No. 4
{
  "formula": "CH9N2O",
  "method": "ωB97M-V/def2-TZVPD",
  "species": ["O", "H", "H", "H", "N", "C", "N", "H", "H", "H", "H", "H", "H"],
  "positions_angstrom": [[-1.83537, -0.12568, -2.20106], [-2.23662, 0.73137, -2.43677], [-1.01731, -0.91991, 1.00466], [-2.04774, -0.84123, -2.82423], [-0.58232, -0.19234, 0.42710], [1.07491, -0.29313, 0.54625], [1.59682, 0.57599, 1.46173], [-0.53748, 0.73694, 0.85677], [-0.89182, -0.14859, -0.56163], [1.42244, -0.04427, -0.45151], [1.20867, -1.34219, 0.73941], [2.04586, 0.36377, 2.34137], [1.79995, 1.49929, 1.09791]],
  "gap_ev": 11.61,
  "lumo_ev": -3.20,
  "fmax_ev_per_a": 2.4,
  "charge": 1,
  "homo_energy_ev": -14.8125,
  "e_above_lowest_kj_mol": 47.96
}


No. 5
{
  "formula": "CH9N2O2",
  "method": "ωB97M-V/def2-TZVPD",
  "species": ["N", "C", "N", "H", "H", "H", "H", "H", "H", "H", "O", "H", "H", "O"],
  "positions_angstrom": [[0.77098, -2.18244, -0.73332], [0.62837, -0.87636, -0.56398], [-0.45251, -0.47022, 0.08713], [0.05402, -2.78306, -0.34104], [1.54308, -2.63410, -1.16854], [1.38094, -0.13218, -0.88278], [-0.57836, 0.50740, 0.52713], [-1.19013, -1.20302, 0.22867], [-1.13024, 1.61706, 1.76495], [-0.54124, 0.95317, 2.97725], [-1.01904, 0.74224, 2.16578], [0.94759, 1.84798, -1.41649], [-0.47683, 2.61666, -1.56673], [0.06337, 1.99686, -1.07801]],
  "gap_ev": 11.73,
  "lumo_ev": -3.33,
  "fmax_ev_per_a": 2.9,
  "charge": 1,
  "homo_energy_ev": -15.0596,
  "e_above_lowest_kj_mol": 135.09
}


No. 6
{
  "formula": "CH9N2OSi",
  "method": "ωB97M-V/def2-TZVPD",
  "species": ["C", "N", "N", "O", "Si", "H", "H", "H", "H", "H", "H", "H", "H", "H"],
  "positions_angstrom": [[-0.41983, -0.52472, 0.28335], [0.18449, -1.67940, -0.03764], [-1.42072, -0.49483, 1.12014], [-0.10024, 0.49147, -0.37225], [0.90523, 0.97761, -1.80809], [0.03713, 1.43790, 2.26361], [0.06513, -2.54323, 0.50764], [0.92468, -1.70402, -0.73061], [-1.75964, 0.43794, 1.26619], [-2.06250, -1.36481, 1.28506], [0.15711, 2.06794, 2.66128], [0.15700, 1.64215, -2.82221], [2.11382, 1.65249, -1.20133], [1.21834, -0.39650, -2.41514]],
  "multiplicity": 3,
  "s2": 2.01,
  "gap_ev": [6.30, 6.30],
  "lumo_ev": [-3.29, -9.02],
  "fmax_ev_per_a": 7.5,
  "charge": 1,
  "homo_energy_ev": [-9.5921, -15.3226]
}


No. 7
{
  "formula": "CH9N2Si",
  "method": "ωB97M-V/def2-TZVPD",
  "species": ["C", "N", "N", "Si", "H", "H", "H", "H", "H", "H", "H", "H", "H"],
  "positions_angstrom": [[-0.08788, 1.19921, -0.35814], [0.85634, -0.54052, -0.33836], [-0.21734, 1.32877, 1.05435], [-0.08006, -1.92195, -0.53760], [-0.96435, 0.94760, -0.98129], [0.58418, 1.76442, -1.01967], [1.81386, -0.31741, -0.69184], [-0.60959, 0.40423, 1.47268], [-0.92459, 2.03532, 1.19666], [0.68790, 1.35019, 1.64880], [-0.62837, -1.98592, -1.89326], [0.57728, -3.16025, -0.11350], [-1.00739, -1.10369, 0.56115]],
  "gap_ev": 9.54,
  "lumo_ev": -4.16,
  "fmax_ev_per_a": 7.2,
  "charge": 1,
  "homo_energy_ev": -13.7015,
  "e_above_lowest_kj_mol": 234.56
}


No. 8
{
  "formula": "CH9N4",
  "method": "ωB97M-V/def2-TZVPD",
  "species": ["C", "N", "N", "N", "N", "H", "H", "H", "H", "H", "H", "H", "H", "H"],
  "positions_angstrom": [[1.37052, -0.76684, 0.13263], [2.24650, -0.75977, 1.06154], [0.11052, 0.76638, 1.43795], [0.32020, 0.04105, 0.17517], [-2.13566, 0.34004, -1.59901], [1.66100, -1.45303, -0.66200], [-0.32426, 0.06027, -0.61542], [3.03531, -1.29831, 0.94547], [2.12217, -0.06871, 1.85296], [-0.20590, 1.67830, 1.07293], [-0.82209, 0.40763, 1.73020], [-2.90044, -0.31852, -1.33962], [-2.63339, 1.33582, -1.62612], [-1.84447, 0.03570, -2.56667]],
  "multiplicity": 3,
  "s2": 2.01,
  "gap_ev": [6.95, 6.93],
  "lumo_ev": [-3.01, -7.94],
  "fmax_ev_per_a": 7.6,
  "charge": 1,
  "homo_energy_ev": [-9.9583, -14.8706],
  "e_above_lowest_kj_mol": 23.76
}


No. 9
{
  "formula": "CH9N4O",
  "method": "ωB97M-V/def2-TZVPD",
  "species": ["C", "N", "N", "N", "N", "O", "H", "H", "H", "H", "H", "H", "H", "H", "H"],
  "positions_angstrom": [[1.28331, 0.34819, 0.17775], [1.30908, 1.33994, 1.02688], [-2.22666, 0.22386, 0.16514], [0.19524, -0.39115, -0.09001], [0.24317, -1.72615, -0.71794], [2.60374, 0.23482, -0.50276], [0.58972, 1.71040, 1.56870], [2.20934, 1.90295, 0.99740], [-2.35359, 0.02603, 1.12144], [-2.73456, -0.53964, -0.33119], [-0.81298, 0.01075, 0.09458], [-2.64472, 1.09266, -0.06593], [-0.60322, -2.06958, -0.50276], [0.23875, -1.74210, -1.70634], [2.70338, -0.42098, -1.23495]],
  "gap_ev": 10.78,
  "lumo_ev": -3.16,
  "fmax_ev_per_a": 4.6,
  "charge": 1,
  "homo_energy_ev": -13.9456,
  "e_above_lowest_kj_mol": 83.95
}


No. 10
{
  "formula": "CH9N5",
  "method": "ωB97M-V/def2-TZVPD",
  "species": ["C", "N", "N", "N", "N", "N", "H", "H", "H", "H", "H", "H", "H", "H", "H"],
  "positions_angstrom": [[7.19116, -4.73110, -7.03498], [6.06682, -5.32655, -7.14189], [-8.04550, 6.42087, 9.56988], [-6.88112, 5.91459, 7.66286], [5.84216, -6.51646, -7.67342], [-7.44275, 6.61629, 8.57465], [8.09498, -5.17373, -7.42763], [7.25369, -3.77673, -6.54040], [5.23031, -4.87336, -6.75844], [-8.27792, 5.51797, 9.98030], [-6.90172, 4.89410, 7.70900], [-6.38747, 6.34664, 6.88920], [4.89706, -6.82931, -7.83157], [6.60750, -7.00495, -8.12109], [-7.24718, 8.52172, 8.14353]],
  "gap_ev": [7.53, 9.25],
  "lumo_ev": [-8.74, -7.01],
  "fmax_ev_per_a": 2.7,
  "charge": 2,
  "homo_energy_ev": [-16.2668, -16.2668],
  "e_above_lowest_kj_mol": 659.83
}


No. 11
{
  "formula": "CH9NO3",
  "method": "ωB97M-V/def2-TZVPD",
  "species": ["N", "C", "O", "H", "H", "H", "H", "H", "O", "H", "H", "O", "H", "H"],
  "positions_angstrom": [[-0.84862, 1.08619, 0.91989], [0.28821, 1.23920, 0.02316], [1.43783, 0.77037, 0.65237], [-0.54317, 1.03287, 1.88276], [-1.66781, 1.63702, 0.76055], [0.46096, 2.28776, -0.26707], [-0.00518, 0.85969, -0.96355], [1.30554, -0.18059, 0.74457], [1.14539, -1.14830, -1.79524], [0.50279, -0.77818, -2.39725], [0.64464, -1.75593, -1.24017], [-0.57308, -1.92641, 0.48766], [-0.69751, -0.96801, 0.38995], [-1.45000, -2.15569, 0.80236]],
  "gap_ev": 10.26,
  "lumo_ev": 0.70,
  "smiles": "NCO.O.O",
  "fmax_ev_per_a": 2.3,
  "homo_energy_ev": -9.5556,
  "e_above_lowest_kj_mol": 43.33
}


No. 12
{
  "formula": "CH9O4",
  "method": "ωB97M-V/def2-TZVPD",
  "species": ["C", "O", "H", "H", "H", "H", "H", "O", "H", "H", "O", "H", "H", "O"],
  "positions_angstrom": [[0.49532, -0.95147, -1.22138], [-0.47080, -0.52135, -0.31448], [0.88527, -0.26384, -1.93490], [1.19398, -1.63692, -0.73096], [0.08131, -1.89332, -1.76999], [-0.28488, 0.74879, -0.30548], [-0.89190, 2.37049, -0.24843], [-0.09205, 1.86888, 0.05993], [-2.10516, 0.00059, 0.72081], [-3.16632, 1.14537, 0.41437], [-3.06901, 0.29230, 0.86765], [2.13721, -0.31461, 0.84448], [2.53840, -0.11718, 2.16025], [2.74864, -0.72774, 1.45813]],
  "gap_ev": 8.09,
  "lumo_ev": 4.12,
  "fmax_ev_per_a": 4.9,
  "charge": -1,
  "homo_energy_ev": -3.9752,
  "e_above_lowest_kj_mol": 129.21
}


No. 13
{
  "formula": "CH9O4",
  "method": "ωB97M-V/def2-TZVPD",
  "species": ["C", "O", "H", "H", "H", "H", "H", "O", "H", "H", "O", "H", "H", "O"],
  "positions_angstrom": [[-1.05922, -1.38631, -0.39462], [-0.12312, -0.37219, -0.28101], [-0.79011, -2.33915, 0.24942], [-1.78462, -0.78778, 0.33326], [-1.29867, -1.65886, -1.39288], [0.72633, 1.09049, -0.62646], [1.56706, 2.19909, 0.03615], [1.33283, 2.00051, -0.86184], [-1.16898, 0.68640, -0.04889], [-1.76696, 1.90011, -0.72236], [-1.84012, 1.50211, 0.17224], [1.00835, -1.25143, 0.72302], [1.45768, -2.57697, 0.92182], [1.68106, -1.74844, 1.33245]],
  "gap_ev": 8.46,
  "lumo_ev": 4.17,
  "fmax_ev_per_a": 5.2,
  "charge": -1,
  "homo_energy_ev": -4.2848,
  "e_above_lowest_kj_mol": 156.01
}


No. 14
{
  "formula": "CHAlO2",
  "method": "ωB97M-V/def2-TZVPD",
  "species": ["H", "O", "O", "C", "Al"],
  "positions_angstrom": [[-1.18753, -0.87507, 0.24521], [-0.38877, 1.07828, 0.00477], [0.60197, -0.84188, -0.02389], [-0.45022, -0.15379, -0.26389], [1.42455, 0.79247, 0.03781]],
  "gap_ev": 8.86,
  "lumo_ev": -16.19,
  "fmax_ev_per_a": 5.9,
  "charge": 2,
  "homo_energy_ev": -25.0463,
  "e_above_lowest_kj_mol": 70.17
}


No. 15
{
  "formula": "CHAlO2",
  "method": "ωB97M-V/def2-TZVPD",
  "species": ["O", "C", "O", "Al", "H"],
  "positions_angstrom": [[-1.44419, -0.27979, -0.01802], [-0.53160, 0.59282, -0.01784], [0.66649, 0.36380, 0.01456], [2.33666, 0.52017, 0.00388], [-1.02736, -1.19700, 0.01741]],
  "multiplicity": 2,
  "s2": 0.76,
  "gap_ev": [5.01, 11.01],
  "lumo_ev": [-23.24, -21.31],
  "fmax_ev_per_a": 8.3,
  "charge": 3,
  "homo_energy_ev": [-28.2521, -32.3239],
  "e_above_lowest_kj_mol": 0.00
}


No. 16
{
  "formula": "CHBr2NO2",
  "method": "ωB97M-V/def2-TZVPD",
  "species": ["C", "N", "O", "O", "Br", "Br", "H"],
  "positions_angstrom": [[-1.99865, -2.13040, -1.81535], [-1.73392, -1.00142, -1.39375], [-0.32244, -0.14193, 0.70364], [-0.52486, -1.22517, -0.03967], [-3.13777, -2.03239, -3.25867], [-1.24251, -3.82371, -1.47069], [0.62267, 0.05866, 0.59329]],
  "gap_ev": [8.94, 8.94],
  "lumo_ev": [-0.92, -0.92],
  "fmax_ev_per_a": 4.1,
  "homo_energy_ev": [-9.8601, -9.8616],
  "e_above_lowest_kj_mol": 244.93
}


No. 17
{
  "formula": "CHBr3O",
  "method": "ωB97M-V/def2-TZVPD",
  "species": ["C", "O", "Br", "Br", "Br", "H"],
  "positions_angstrom": [[0.44879, -0.30884, -0.02056], [-0.77908, 1.21176, 0.38469], [-0.81263, -1.54555, -0.67702], [1.21043, -0.75796, 1.60545], [1.56720, 0.41571, -1.31787], [-1.63471, 0.98488, 0.02530]],
  "gap_ev": 9.83,
  "lumo_ev": -0.58,
  "fmax_ev_per_a": 4.3,
  "homo_energy_ev": -10.4035,
  "e_above_lowest_kj_mol": 258.58
}


No. 18
{
  "formula": "CHBrCl2",
  "method": "ωB97M-V/def2-TZVPD",
  "species": ["C", "Cl", "Cl", "Br", "H"],
  "positions_angstrom": [[0.49063, -0.29276, 0.07733], [0.53266, 0.31378, 1.58090], [0.43675, -2.03008, -0.20912], [-2.16555, 1.81946, -0.65599], [0.70551, 0.18960, -0.79312]],
  "gap_ev": [10.91, 4.52],
  "lumo_ev": [-0.34, -3.73],
  "fmax_ev_per_a": 3.4,
  "homo_energy_ev": [-11.2494, -8.2499],
  "e_above_lowest_kj_mol": 206.60
}


No. 19
{
  "formula": "CHBrClNO2",
  "method": "ωB97M-V/def2-TZVPD",
  "species": ["O", "N", "O", "C", "Cl", "Br", "H"],
  "positions_angstrom": [[-0.03451, -1.10040, 1.38164], [0.32332, -0.05351, 0.91031], [0.95829, 0.87795, 1.35262], [-0.04218, -0.00445, -0.58331], [-0.25495, 1.83192, -1.04712], [-1.69009, -1.07326, -0.87070], [0.74013, -0.47826, -1.14343]],
  "gap_ev": 10.20,
  "lumo_ev": -0.72,
  "smiles": "O=[N+]([O-])[C@H](Cl)Br",
  "fmax_ev_per_a": 2.9,
  "homo_energy_ev": -10.9223,
  "e_above_lowest_kj_mol": 21.08
}


No. 20
{
  "formula": "CHBrClNO2",
  "method": "ωB97M-V/def2-TZVPD",
  "species": ["C", "N", "O", "O", "Cl", "Br", "H"],
  "positions_angstrom": [[0.09778, -0.65214, 0.04131], [0.18051, -1.12726, -1.27923], [0.07808, -0.17946, -2.00753], [0.35545, -2.26736, -1.54929], [0.34638, -1.75248, 1.26144], [-2.89446, -0.38822, -0.04988], [-0.11968, 0.29459, 0.35096]],
  "gap_ev": [8.65, 6.46],
  "lumo_ev": [-2.54, -3.71],
  "fmax_ev_per_a": 3.9,
  "homo_energy_ev": [-11.1936, -10.1659],
  "e_above_lowest_kj_mol": 218.47
}